No. 1
Here is C27H23F10IrN3O5Te as an isolated structure in a non-equilibrium geometry from the Open Molecules 2025 dataset. Energies are from ωB97M-V/def2-TZVPD.

Its multiplicity is 2. As for the expectation value of S²: 1.186. The highest occupied orbital energy (spin up / spin down) is -8.729 / -9.093 eV. The total charge is 0. For the HOMO-LUMO gap (spin up / spin down), the calculation gives 4.22 / 4.55 eV.

Geometry (Å):
H1 -0.845415 4.917003 -3.185434
H2 0.570011 -4.349263 -4.290962
H3 -2.006355 1.587783 -2.700006
Te1 -3.027998 -2.481110 -1.437417
H4 -0.260124 1.612507 -2.809292
H5 0.257015 -3.618375 -1.618980
H6 -1.428204 7.293506 -2.358877
C1 -1.998086 -0.887107 2.395500
F1 0.799985 0.558703 2.701083
H7 -0.929420 7.722901 -0.714763
C2 -0.726266 7.069915 -1.558621
C3 1.593432 -4.289125 -3.923812
O1 -2.183402 1.272982 0.502962
N1 -1.078226 -1.794615 2.090627
C4 -2.898859 -1.072577 3.429294
C5 -1.068634 3.303402 -1.812138
O2 -0.092093 0.839346 -0.233791
C6 3.056561 0.144001 3.164424
O3 -0.053071 -5.063889 2.960086
H8 1.795295 -5.195847 -3.353876
F2 5.290642 -2.368108 1.813746
C7 4.217279 -0.595143 2.950604
F3 -4.846271 -2.492902 -2.562350
C8 -1.137952 3.574486 2.008872
C9 -0.877772 5.267811 0.177420
C10 1.827852 -1.192660 1.498334
C11 -1.920714 -3.208437 3.814426
H9 3.245304 -1.730106 -3.868355
H10 -1.844385 -4.161608 4.317491
C12 -1.107030 1.496934 -0.027058
C13 -1.149550 2.241768 -2.858373
C14 1.730745 -3.109989 -3.042991
F4 3.071349 -2.910103 0.438169
C15 -1.078834 2.991181 -0.454303
H11 -3.519409 -2.401798 4.998717
H12 -1.214520 2.675640 -3.852107
C16 2.531841 -1.971834 -3.105508
H13 3.062951 0.693288 -2.386699
C17 -0.098685 -4.080238 2.256350
F5 5.335723 -0.303233 3.615660
C18 -1.070076 -2.943872 2.755826
F6 -3.404935 -0.599217 -1.691335
F7 -3.779321 -2.003955 0.495375
C19 2.209268 -1.206274 -1.985182
C20 2.758691 0.096440 -1.533723
Ir1 0.125163 -1.589981 0.367333
H14 -3.628893 -0.306886 3.627511
F8 3.046771 1.149598 4.047615
F9 -2.180295 -2.205105 -3.196597
C21 3.021577 -1.907972 1.327418
H15 1.998087 0.622118 -0.962492
C22 -2.845716 -2.240014 4.170495
H16 0.277584 7.285095 -1.924665
F10 -1.644026 -4.189128 -1.647875
H17 -0.800940 6.026200 0.943354
C23 -0.826131 5.632491 -1.163909
H18 -2.100272 3.107892 2.216167
C24 -0.907417 4.643583 -2.141630
H19 -0.364337 2.855233 2.272475
N2 1.257322 -1.845874 -1.292614
O4 -1.453489 -1.845478 -0.676983
H20 -2.065517 -0.008063 1.752954
O5 0.467492 -3.817359 1.181075
H21 3.626625 -0.057429 -0.893792
H22 2.265637 -4.232952 -4.774484
C25 1.905459 -0.174780 2.451553
H23 -1.024489 4.452109 2.640631
N3 0.992446 -2.988685 -1.933538
C26 4.191749 -1.636613 2.029058
C27 -1.042726 3.943789 0.561931

Cartesian forces (eV/Å) of the 3 atoms listed first:
H -0.0246 0.0447 -0.0968
H -0.0591 -0.0545 -0.0634
H -0.0825 -0.0878 0.0157

No. 2
Here is C27H23F6N5NiPS as an isolated structure in a non-equilibrium geometry from the Open Molecules 2025 dataset. Energies are from ωB97M-V/def2-TZVPD.

Its multiplicity is 4. As for the expectation value of S²: 3.765. The highest occupied orbital energy (spin up / spin down) is -14.054 / -14.054 eV. The total charge is +2. For the HOMO-LUMO gap (spin up / spin down), the calculation gives 6.66 / 2.75 eV.

Geometry (Å):
C1 3.944719 -2.101651 -1.989787
Ni1 0.475243 -0.618193 -0.584874
H1 4.656847 -2.197567 1.330798
H2 -3.373434 2.643658 0.130660
H3 2.031932 -1.605695 5.046998
H4 1.497081 -1.670816 -6.424293
H5 -0.485287 -1.455825 4.594316
C2 -1.308664 3.421199 -0.060185
C3 0.403895 1.865938 -0.477251
H6 5.725668 -2.595849 -0.892670
C4 -1.710729 -1.271170 2.296943
C5 2.619808 -1.701926 -1.891704
N1 0.500686 -1.030556 -2.726397
C6 -1.860110 1.149945 -0.290823
H7 -2.466775 -0.859588 -4.247392
F1 -1.702259 -2.294981 -0.839601
H8 -0.267781 6.321916 4.700680
H9 -2.075643 -1.123684 -2.485713
H10 4.407994 -2.305994 -2.963504
C7 1.936569 -1.539420 1.647219
H11 -3.908032 4.543434 4.448736
H12 -2.516718 0.275030 -0.381345
H13 1.432852 1.509478 -0.667889
P1 -1.299750 -3.965283 -0.866403
N2 0.644160 -1.249564 1.443163
H14 3.155196 -1.936662 -4.564018
H15 -3.744417 4.280176 1.895964
C8 0.255953 -1.449632 3.788181
H16 -2.041180 -1.738362 1.351407
H17 -2.038570 -0.241597 2.322009
C9 2.129881 -1.702087 -4.339512
C10 -0.431387 -0.988901 -3.732713
C11 -0.996379 5.889250 3.991729
N3 2.062135 -1.490481 -0.690440
F2 -2.683205 -4.225805 -1.685294
C12 2.475542 -1.628704 2.938613
C13 -2.947256 4.722129 2.492023
S1 -1.645869 5.140727 0.085564
C14 2.735103 -1.683052 0.458866
F3 -0.982188 -5.592015 -0.861371
H18 -2.165085 -1.828859 3.124536
C15 1.608485 -1.568315 4.031994
C16 1.201930 -1.536495 -5.372139
F4 -2.182377 -4.109604 0.532951
C17 -0.222635 -1.341286 2.481653
H19 3.561401 -1.682989 3.057871
C18 -3.046596 4.839290 3.873771
N4 -0.540506 0.923561 -0.464378
C19 -1.827523 5.270528 1.840233
C20 1.721545 -1.521920 -3.022983
C21 -2.282046 2.427038 -0.019127
C22 -0.846737 5.906933 2.612196
H20 -1.883003 0.501380 -3.238716
C23 4.075870 -2.051871 0.411209
C24 -1.805688 -0.576655 -3.405218
C25 4.691380 -2.255038 -0.823475
C26 -0.088271 -1.207029 -5.063047
F5 -0.530367 -3.752429 -2.285820
H21 0.774370 3.978726 -0.209767
C27 0.042924 3.152411 -0.248816
F6 0.028049 -3.731399 0.020741
H22 0.023589 6.371985 2.110707
H23 -0.864339 -1.048729 -5.820491
N5 -2.050003 5.342951 4.575427

Cartesian forces (eV/Å) of the 3 atoms listed first:
C 0.4770 -0.1728 -0.2306
Ni -2.1973 -2.7496 -0.4897
H -0.3823 0.0124 -0.4871

No. 3
Here is C27H23HfI2N5O2 as an isolated structure from the Open Molecules 2025 dataset. Energies are from ωB97M-V/def2-TZVPD.

The highest occupied orbital energy is -13.244 eV. The total charge is +2. For the HOMO-LUMO gap, the calculation gives 6.30 eV.

Geometry (Å):
H1 0.005957 1.346932 7.203475
N1 -0.847334 -1.370456 1.644563
C1 1.222682 2.254030 3.648306
H2 0.023772 -0.896310 -4.515158
C2 -1.903639 -2.859542 0.230435
C3 -0.361251 2.396976 -2.105841
C4 4.236213 -0.614532 -2.222116
H3 -2.262943 -4.931270 0.609634
H4 -0.229754 3.996793 -3.514012
C5 3.237036 -0.914717 -1.302252
C6 -1.362123 -2.547330 1.568664
H5 5.237419 -0.396615 -1.876138
C7 1.969056 -1.217735 -1.770997
C8 3.948920 -0.576632 -3.580245
Hf1 -0.260339 -0.235677 -0.205380
H6 -0.562169 1.593709 -4.069049
C9 -0.820406 4.299791 -0.202935
H7 -0.756277 -4.188327 2.762973
H8 -0.627634 -0.077728 5.286742
C10 -0.615807 4.697678 -1.517173
C11 2.642316 -0.761731 -4.027451
H9 -1.011866 5.016742 0.581902
C12 -2.381427 -4.116245 -0.088962
C13 1.580240 3.043682 4.726206
H10 1.420841 3.337893 6.843159
O1 0.951586 -1.578241 -0.937108
H11 -2.853180 -1.150171 -2.393357
H12 0.999789 1.300148 -3.320757
N2 -0.543925 2.002029 -0.830171
N3 -1.993828 -1.806693 -0.627321
H13 2.207663 3.911122 4.574565
H14 1.574005 2.494012 2.653580
H15 -1.530137 -2.879361 3.650035
N4 -0.492073 -0.886101 2.879067
H16 -1.499274 -0.046582 -2.884058
H17 -2.507550 -3.988122 2.648156
C14 0.177616 -1.075976 -3.449329
O2 0.240750 0.763681 1.498085
C15 -3.220213 -3.224316 -2.130530
C16 -1.564667 -3.451452 2.728167
H18 -0.292013 -2.023250 -3.184046
C17 -0.074669 1.337602 -3.125601
C18 -3.031975 -4.312888 -1.298913
H19 2.409170 -0.654128 -5.079660
C19 -0.768992 2.960038 0.101174
C20 -0.010851 0.797229 5.137226
C21 0.345467 1.596186 6.207810
C22 -2.679367 -2.007334 -1.759115
I1 3.542181 -0.764103 0.744243
H20 -0.638447 5.744727 -1.787780
C23 0.424358 1.127151 3.851167
C24 0.048780 0.284733 2.721527
N5 -0.512730 0.006915 -2.651426
C25 1.642503 -1.068999 -3.119117
C26 1.140498 2.717360 6.002867
I2 5.460492 -0.158676 -4.946584
H21 -3.412159 -5.289805 -1.564728
H22 -0.898404 2.616592 1.115234
C27 -0.386358 3.729575 -2.477844
H23 -3.775532 -3.302281 -3.053808

Cartesian forces (eV/Å) of the 3 atoms listed first:
H -0.0006 0.0000 0.0037
N -0.0725 -0.2502 0.0352
C -0.0283 -0.0215 -0.0276

Let's list relative energy (zero: lowest compared OMol25 entry of this formula, charge and spin) in order: 156.5, 0.0, 0.0 kcal per mole.
Let's list total energy in order: -80381.74382, -113284.25249, -57416.60768 eV.